Entry a
DFT (ωB97M-V with the def2-TZVPD basis set) results for a 4-piece molecular cluster, H6IO3 overall.

Positions of all 10 atoms, in Å:
I (0.0917, -0.1396, -0.0398)
O (-2.6803, 2.0828, 0.0852)
H (-2.3362, 2.1609, -0.8716)
H (-2.1613, 1.3298, 0.2847)
O (0.2827, -3.5327, 1.3210)
H (-0.6769, -3.7014, 1.2190)
H (0.5418, -2.6805, 1.0051)
O (2.3225, 1.5693, -1.4270)
H (2.0902, 0.7960, -1.0110)
H (2.5258, 2.1152, -0.5656)

Charge: -1

Löwdin atomic charge list, values in e, 6 entries:
1. I -0.06
2. O -0.16
3. H 0.06
4. H -0.18
5. O -0.14
6. H 0.04



Entry b
DFT (ωB97M-V with the def2-TZVPD basis set) results for a 4-piece molecular cluster, H6IO3 overall.

Positions of all 10 atoms, in Å:
I (-0.8613, 0.8406, -0.4004)
O (-0.3923, -1.9324, -2.5404)
H (-0.3043, -1.2334, -1.8924)
H (0.4927, -1.9394, -2.8554)
O (-2.2123, -0.4164, 2.7326)
H (-2.0213, -0.1464, 1.8216)
H (-1.6803, 0.1686, 3.3386)
O (2.5777, 1.7126, 0.2036)
H (2.7647, 1.3906, -0.6794)
H (1.6367, 1.5556, 0.2716)

Charge: -1

Löwdin atomic charge list, values in e, 6 entries:
1. I -0.14
2. O -0.12
3. H -0.17
4. H -0.01
5. O -0.16
6. H -0.15



Entry c
DFT (ωB97M-V with the def2-TZVPD basis set) results for H6IO3 as an isolated structure.

Positions of all 10 atoms, in Å:
I (0.0368, 0.4629, -0.7678)
O (0.9897, 3.2002, -0.3609)
H (1.0528, 2.4015, -0.8846)
H (1.8488, 3.2845, 0.0527)
O (-1.6277, -1.9755, -0.6345)
H (-0.8014, -1.4925, -0.6506)
H (-1.3751, -2.8879, -0.7755)
O (0.0102, -0.8554, 1.7005)
H (-0.3172, -1.7203, 1.4536)
H (0.1831, -0.4174, 0.8672)

Charge: -1

Löwdin atomic charge list, values in e, 6 entries:
1. I 0.55
2. O -0.23
3. H -0.25
4. H 0.00
5. O -0.20
6. H -0.25



Which is less stable than every other structure shown? entry c is.